C5H12N3 | wB97M-V/def2-TZVPD

The geometry in ORCA input format:
```
! wB97M-V def2-TZVPD RIJCOSX def2/J DEFGRID3
* xyz 1 1
C 1.74143 -0.61615 0.71065
C 1.78378 -0.12429 -0.52823
N 2.62162 -0.84772 -1.51564
N 1.06366 -0.11682 1.77800
H 2.35176 -1.47643 0.96037
H 1.22186 0.65939 -1.00026
H 3.36284 -0.25697 -1.89808
H 3.06528 -1.66362 -1.09027
H 2.06664 -1.17830 -2.30716
H 0.25313 0.46192 1.61295
H 0.96437 -0.73840 2.56538
C -2.66231 1.18291 -0.39282
C -1.44852 1.48987 -0.81924
C -2.72120 -0.42516 1.23908
N -2.95849 0.76477 0.90786
H -3.53518 1.33418 -1.01099
H -0.59441 1.58596 -0.15839
H -1.29767 1.85218 -1.82653
H -2.97183 -0.74193 2.24443
H -2.30680 -1.14540 0.52889
*
```

Results
ΔE to the lowest compared entry with this formula, charge and spin = 296.5 kJ/mol
gap between HOMO and LUMO = 0.3097 Eh
calculated total energy = -9841.139 eV
E_LUMO = -3.61 eV
HOMO energy = -12.0334 eV

---

C16H18F3NO6PSTeZn | wB97M-V/def2-TZVPD

The geometry in ORCA input format:
```
! wB97M-V def2-TZVPD RIJCOSX def2/J DEFGRID3
* xyz -1 1
Zn -0.00436 1.27549 -1.27904
C 3.59657 0.26617 1.09581
C 3.60147 -1.17149 0.98487
C 2.54129 -1.77860 0.21213
C 1.48284 -0.90339 -0.29347
N 1.51583 0.38350 -0.08921
C 2.58196 0.96358 0.55800
C 0.38164 -1.46806 -1.10107
C 0.17250 -2.85019 -1.10906
C -0.80495 -3.39568 -1.92367
C -1.57393 -2.55564 -2.71976
C -1.39053 -1.17843 -2.66524
C -0.41940 -0.58657 -1.85921
H 4.41564 0.77191 1.58583
H 4.53645 -1.70070 1.09004
H 2.72501 -2.70510 -0.30974
H 2.55604 2.04464 0.60471
H 0.74191 -3.50132 -0.45484
H -0.97125 -4.46634 -1.93121
H -2.32675 -2.97710 -3.37702
H -2.03634 -0.54876 -3.26979
C -1.64758 1.16490 4.72089
C -1.62211 2.38974 3.81651
O -2.01145 2.09674 2.48803
P -0.86735 1.30369 1.54310
O -1.17532 1.95252 0.15469
Te 2.08632 -2.24394 2.36599
O -1.57684 -0.18804 1.46284
C -2.87569 -0.33414 0.89851
C -3.40962 -1.69397 1.29383
H -1.22101 1.40786 5.69802
H -1.06016 0.36083 4.27429
H -2.66901 0.80454 4.85980
H -0.62162 2.83772 3.83500
H -2.32500 3.14064 4.18274
H -2.81172 -0.25764 -0.18999
H -3.53290 0.46445 1.25326
H -2.74310 -2.47784 0.92738
H -4.40086 -1.85210 0.86088
H -3.47970 -1.77832 2.37963
F 1.71365 3.68547 -5.05690
C 1.91810 2.42357 -4.66795
F 0.82153 1.72078 -4.96669
F 2.93139 1.93334 -5.38446
S 2.29626 2.31187 -2.87352
O 3.34865 3.26344 -2.65753
O 2.61335 0.92021 -2.69874
O 1.00018 2.72574 -2.26866
*
```

Results
gap between HOMO and LUMO = 0.2548 Eh
calculated total energy = -114651.309 eV
E_LUMO = 1.85 eV
HOMO energy = -5.0839 eV

---

C28H50AgNO10 | wB97M-V/def2-TZVPD

The geometry in ORCA input format:
```
! wB97M-V def2-TZVPD RIJCOSX def2/J DEFGRID3
* xyz 1 2
Ag -2.50776 0.33813 -4.18464
C -0.31962 0.65655 -0.64186
C -0.15536 -0.41729 -1.70770
C 0.07009 -1.82239 -1.15212
O -1.19248 -0.44182 -2.63798
H -0.55570 1.62114 -1.09766
H 0.64283 0.86973 -0.14667
H -0.99963 0.43996 0.18579
H 0.71338 -0.14081 -2.32089
H 0.78018 -1.74757 -0.31928
H 0.40551 -2.46986 -1.95478
H -0.84935 -2.16198 -0.66830
C 0.18040 4.30355 -0.07860
C -0.33301 4.87730 1.26998
C -1.45593 4.01907 1.82723
C -1.03230 2.77014 2.59043
C 0.04477 3.15165 3.62225
C 1.29095 3.91397 3.04617
N 0.78483 5.00526 2.20945
O 1.68054 5.94629 1.88930
C 1.99466 4.57010 4.24121
C 2.22282 2.91225 2.36546
C -0.94339 6.24725 0.93898
H 0.64417 5.13741 -0.60784
H -0.62451 3.88469 -0.67389
H 0.91756 3.50402 -0.01777
H -2.16086 4.62899 2.39770
H -2.04465 3.61067 1.00294
H -0.50481 2.18745 1.82625
H -1.90064 2.27266 3.00704
H 0.37382 2.23635 4.11405
H -0.35764 3.78996 4.41179
H 2.83671 5.24362 4.09278
H 1.31159 5.11396 4.90180
H 2.33770 3.80866 4.94869
H 2.33825 2.12646 3.10815
H 1.81449 2.47869 1.45782
H 3.20396 3.35980 2.19580
H -0.14428 6.90699 0.59698
H -1.47415 6.71467 1.76802
H -1.67946 6.19183 0.13850
H 2.46507 5.49412 1.51618
O -2.75939 -7.70756 -3.53445
C -1.95586 -6.83975 -3.37668
O -2.36135 -5.54908 -3.35770
C -1.23845 -4.72692 -3.06157
C -0.12228 -5.65397 -2.50084
C -0.44859 -6.88923 -3.34198
H -1.54957 -3.98150 -2.32781
H -0.85320 -4.17678 -3.92283
H -0.24954 -5.91272 -1.45101
H 0.84837 -5.18127 -2.62238
H -0.19748 -7.91718 -3.06202
H -0.07478 -6.94803 -4.37038
O 1.50877 -5.58275 0.37536
C 1.08490 -4.74925 1.12020
O -0.21869 -4.43873 1.27100
C -0.40784 -3.34401 2.19832
C 0.95188 -2.89830 2.77526
C 1.90530 -3.83447 2.00618
H -1.02175 -3.73087 3.00971
H -0.91344 -2.61450 1.56889
H 0.97578 -3.02822 3.85003
H 1.17025 -1.88269 2.44990
H 2.45023 -4.42749 2.74357
H 2.64231 -3.28342 1.42523
O 5.13824 1.93645 -4.86012
C 4.67790 1.46636 -3.86746
O 3.93807 2.13488 -2.97800
C 3.17334 1.25242 -2.09624
C 3.49324 -0.16419 -2.61918
C 4.79274 -0.00333 -3.40815
H 2.12636 1.54589 -2.07850
H 3.66022 1.59473 -1.17510
H 2.74787 -0.46844 -3.35338
H 3.59844 -0.76289 -1.71639
H 4.84429 -0.60144 -4.30947
H 5.58840 -0.16876 -2.68268
O -6.76720 0.21048 0.20215
C -5.75430 -0.39865 0.18793
O -4.76236 -0.09978 1.10331
C -3.61903 -0.92558 0.87853
C -3.81281 -1.55963 -0.48365
C -5.32918 -1.58028 -0.66954
H -3.60486 -1.77004 1.57458
H -2.75336 -0.27026 0.91481
H -3.37452 -2.53915 -0.66841
H -3.40784 -0.92442 -1.27757
H -5.90262 -2.41965 -0.27540
H -5.67535 -1.31766 -1.66683
*
```

Results
gap between HOMO and LUMO (alpha / beta) = 0.2521 / 0.1468 Eh
calculated total energy = -55799.537 eV
E_LUMO (alpha / beta) = -3.86 / -6.73 eV
HOMO energy (alpha / beta) = -10.7203 / -10.7202 eV

---

C5H13NO3 | wB97M-V/def2-TZVPD

The geometry in ORCA input format:
```
! wB97M-V def2-TZVPD RIJCOSX def2/J DEFGRID3
* xyz 0 1
C 0.36058 -1.03763 -0.75438
N 1.16593 -1.59290 0.31875
C 1.44525 -2.91908 0.40484
O 2.24966 -3.42109 1.14851
C -0.51766 0.11176 -0.23714
C 0.27099 1.40429 -0.05453
C 0.12237 2.33698 -1.30208
O -1.23451 2.35341 -1.70059
H 0.97124 -0.76664 -1.61488
H -0.32705 -1.78269 -1.12290
H 1.48341 -0.95981 1.03389
H 0.81785 -3.48460 -0.30925
H -0.94987 -0.17404 0.72160
H -1.34321 0.21252 -0.92255
H 1.31220 1.18740 -0.03045
H -0.03191 2.04232 0.76665
H 0.38829 3.33869 -0.95572
H 0.81749 2.05025 -2.09327
H -1.32735 2.42249 -2.65912
H -1.25643 -0.64190 3.54624
H -2.22804 -0.09121 2.49674
O -2.18922 -0.58855 3.31965
*
```

Results
ΔE to the lowest compared entry with this formula, charge and spin = 123.5 kJ/mol
gap between HOMO and LUMO = 0.3804 Eh
calculated total energy = -13027.951 eV
E_LUMO = 0.54 eV
SMILES string = O=CNCCCCO.O
HOMO energy = -9.8141 eV

---

C47H86N4PS2 | wB97M-V/def2-TZVPD

The geometry in ORCA input format:
```
! wB97M-V def2-TZVPD RIJCOSX def2/J DEFGRID3
* xyz 1 1
C -9.85132 7.17583 -8.60956
C -11.16355 6.32583 -9.10235
C -10.93376 4.70966 -9.24819
C -9.86122 4.05875 -8.19333
C -10.51599 3.75225 -6.68513
C -9.26362 3.83638 -5.62959
C -9.29809 2.64491 -4.46005
C -8.04814 3.04399 -3.42340
N -7.91663 2.09434 -2.25251
C -8.76755 2.53161 -1.06707
C -10.19270 1.73462 -0.92027
C -11.16267 2.67590 0.05641
C -11.71114 1.88095 1.38854
C -11.72553 2.83623 2.75956
C -13.24184 3.19941 3.27996
C -13.56529 2.64712 4.81773
C -13.64393 3.89313 5.92159
C -6.47174 2.31135 -1.75541
S -5.78680 3.88688 -1.59533
S -5.39628 0.83436 -1.34042
C -3.80944 0.81395 -2.34899
C -2.47489 0.47650 -1.42844
C -1.35016 1.67798 -1.57815
C 0.18006 1.14251 -1.21100
C 0.67965 -0.23953 -1.93839
C 2.19752 -0.85451 -1.63525
N 2.59246 -2.11310 -2.37596
C 3.69021 -2.72480 -1.82271
C 5.26735 -2.26400 -2.07692
C 3.42250 -4.06459 -0.85936
C 3.11206 -0.02352 -0.55743
C 2.60612 1.38470 0.17536
N 3.56723 2.02883 1.13368
C 3.01917 3.29476 1.72871
C 1.54296 3.87303 1.36143
N 0.52992 3.23982 0.44872
C 1.12494 1.98480 -0.12388
H -9.34953 6.76820 -7.62693
H -9.02440 7.32018 -9.45056
H -10.22151 8.27955 -8.34704
H -12.10344 6.59608 -8.44391
H -11.42357 6.72492 -10.19700
H -10.64294 4.50097 -10.36816
H -11.97782 4.19250 -9.03077
H -9.59366 2.97622 -8.61984
H -8.83183 4.62591 -8.12039
H -11.30395 4.61041 -6.44919
H -11.06420 2.71662 -6.72448
H -8.23775 3.69377 -6.21796
H -9.26210 4.91705 -5.12370
H -9.11504 1.56900 -4.91055
H -10.34009 2.64341 -3.90088
H -8.26432 4.16113 -3.09711
H -7.06188 3.02545 -4.09307
H -9.01301 3.68108 -1.09552
H -8.14505 2.32439 -0.08773
H -10.79227 1.61304 -1.93099
H -10.09289 0.64206 -0.46066
H -10.58034 3.62036 0.43331
H -12.12375 3.01253 -0.55415
H -11.10015 0.91341 1.66076
H -12.83296 1.54082 1.24030
H -11.18700 3.88079 2.55093
H -11.13766 2.29344 3.63826
H -14.10291 2.77923 2.60453
H -13.33208 4.37619 3.33559
H -14.63044 2.11215 4.87498
H -12.75780 1.87606 5.20561
H -12.54901 4.11090 6.27659
H -14.28056 3.60864 6.87447
H -14.04630 4.89340 5.42469
H -3.81851 0.01254 -3.22940
H -3.62201 1.86623 -2.86346
H -2.82032 0.41050 -0.29139
H -2.09018 -0.58062 -1.75361
H -1.69439 2.53951 -0.84221
H -1.30662 2.09883 -2.68908
H -0.00389 -0.83642 -2.67981
H 5.34390 -1.24681 -2.68290
H 5.72498 -2.01279 -1.00351
H 5.93143 -3.11791 -2.54283
H 2.81740 -4.83094 -1.54085
H 2.73935 -3.83578 0.06364
H 4.41790 -4.60802 -0.55838
H 4.19439 -0.42934 -0.26943
H 3.71460 3.88569 2.48718
H 1.23014 4.90723 1.86902
C 12.03142 -4.95127 -0.40788
C 10.57623 -5.13541 -0.01522
C 9.82282 -3.81948 0.15713
C 10.12188 -3.03746 1.43956
P 9.33541 -3.54557 2.94945
C 7.56737 -3.72636 2.59634
C 6.78850 -2.62121 1.88468
C 6.40800 -1.37450 2.68777
C 5.75284 -1.65074 4.03149
C 9.42258 -2.25942 4.16707
C 10.73642 -1.70444 4.69263
C 11.47581 -2.51716 5.74898
C 10.60195 -3.10868 6.84385
C 9.75546 -5.16815 3.53346
C 11.09023 -5.59160 4.13536
C 12.35793 -5.23311 3.36568
C 12.96777 -6.42006 2.63733
H 12.58018 -4.35412 0.32278
H 12.52412 -5.92814 -0.48558
H 12.11062 -4.45765 -1.37951
H 10.51523 -5.73949 0.89437
H 10.08245 -5.72050 -0.79996
H 8.74985 -4.03106 0.10419
H 10.04844 -3.17816 -0.70401
H 9.77155 -2.01229 1.26207
H 11.20027 -2.93412 1.57898
H 7.06271 -4.00222 3.52803
H 7.49201 -4.61944 1.96244
H 5.85195 -3.06738 1.52393
H 7.33306 -2.29988 0.99086
H 5.70854 -0.78334 2.08288
H 7.27768 -0.72902 2.82527
H 4.81914 -2.20773 3.90388
H 5.51619 -0.70612 4.53230
H 6.40511 -2.21718 4.69954
H 8.75211 -2.49921 4.99704
H 8.96646 -1.39615 3.67827
H 10.51887 -0.72553 5.14270
H 11.41501 -1.50707 3.85399
H 12.22986 -1.87285 6.21757
H 12.04556 -3.30278 5.25920
H 10.12024 -2.32015 7.42985
H 11.21354 -3.71294 7.52190
H 9.82377 -3.76490 6.44424
H 9.51609 -5.87492 2.73375
H 9.01063 -5.38655 4.31114
H 11.05566 -6.67871 4.29514
H 11.15922 -5.18118 5.14315
H 13.11420 -4.87424 4.07385
H 12.18336 -4.41539 2.67064
H 13.32081 -7.17132 3.35058
H 13.82886 -6.09438 2.04453
H 12.24822 -6.89738 1.96734
*
```

Results
ΔE to the lowest compared entry with this formula, charge and spin = 2147.4 kJ/mol
gap between HOMO and LUMO = 0.2316 Eh
calculated total energy = -87024.581 eV
E_LUMO = -2.74 eV
HOMO energy = -9.0417 eV

---

C4H15N3O | wB97M-V/def2-TZVPD

The geometry in ORCA input format:
```
! wB97M-V def2-TZVPD RIJCOSX def2/J DEFGRID3
* xyz 0 1
C 0.49323 0.86006 0.72292
C 0.76273 1.64725 -0.55176
C -0.47691 1.86998 -1.42326
N -1.60009 2.56116 -0.79799
N -0.05356 -0.46275 0.43562
C -0.23336 -1.28268 1.64260
N -0.58510 -2.65474 1.36966
H -0.15338 1.43934 1.40025
H 1.43060 0.72202 1.26844
H 1.51039 1.11044 -1.14174
H 1.19265 2.61831 -0.29745
H -0.84073 0.91094 -1.80005
H -0.18919 2.43275 -2.31020
H -1.31866 3.46873 -0.43934
H -1.92943 2.04847 0.01342
H -0.95150 -0.37451 -0.03013
H 0.72051 -1.27101 2.17484
H -0.98552 -0.84918 2.30837
H 0.10862 -3.06644 0.75230
H -1.47735 -2.71847 0.89339
H 2.00400 -1.81859 -1.91406
H 1.05570 -1.47941 -0.74259
O 1.53910 -2.21760 -1.17394
*
```

Results
ΔE to the lowest compared entry with this formula, charge and spin = 35.6 kJ/mol
gap between HOMO and LUMO = 0.3831 Eh
calculated total energy = -10909.171 eV
E_LUMO = 0.83 eV
SMILES string = NCCCNCN.O
HOMO energy = -9.5898 eV

---

C15H21CeN3O3 | wB97M-V/def2-TZVPD

The geometry in ORCA input format:
```
! wB97M-V def2-TZVPD RIJCOSX def2/J DEFGRID3
* xyz 0 1
C -0.57072 1.02440 -1.98918
C 0.83032 1.03330 -1.64288
C 1.00481 1.94212 -0.53297
C -0.27931 2.49223 -0.22102
C -1.23664 1.93560 -1.10991
Ce -0.46902 -0.36877 0.27643
N -2.59504 -1.19171 0.13974
C -0.05263 -2.18407 -0.54273
C 1.26208 -1.62952 -0.50784
H 1.94882 2.19444 -0.07848
H 1.61802 0.49448 -2.14914
H -0.46321 3.26084 0.53292
H -2.30701 2.19547 -1.16466
H -1.01481 0.47420 -2.82734
H 1.67730 -1.44671 -1.58368
H -0.27378 -3.02186 0.24804
H -2.90978 -2.30503 -0.12878
H 1.91184 -2.06527 0.35951
H -0.50388 -2.32938 -1.59988
C -2.23067 -0.88297 5.28080
C -0.74564 -1.16465 5.36626
C 0.21154 -0.10086 4.75450
C 0.07016 1.31815 5.37424
C -1.19603 2.10518 5.10688
C 1.65208 -0.56468 5.09709
O 2.01066 -0.78982 6.23904
N 2.56208 -0.68948 4.06063
C 2.31062 -0.66828 2.66335
O 3.15484 -0.89734 1.86677
N 0.99243 -0.38163 2.34409
C 0.02679 -0.07701 3.21600
O -1.11272 0.18931 2.68950
H -2.56757 -0.25083 6.11011
H -2.76789 -1.83567 5.35422
H -2.48040 -0.41664 4.32091
H -0.44715 -1.31128 6.41570
H -0.52413 -2.11027 4.84334
H 0.20739 1.19488 6.46009
H 0.93211 1.90729 5.01895
H -2.07187 1.63266 5.56020
H -1.07796 3.09854 5.55594
H -1.37117 2.23033 4.03236
H 3.51006 -0.96419 4.30979
*
```

Results
ΔE to the lowest compared entry with this formula, charge and spin = 598.1 kJ/mol
gap between HOMO and LUMO (alpha / beta) = 0.1966 / 0.1967 Eh
calculated total energy = -39431.049 eV
E_LUMO (alpha / beta) = -2.88 / -2.88 eV
HOMO energy (alpha / beta) = -8.2286 / -8.2308 eV

---

C3H6FIO5P | wB97M-V/def2-TZVPD

The geometry in ORCA input format:
```
! wB97M-V def2-TZVPD RIJCOSX def2/J DEFGRID3
* xyz -1 1
O 0.98639 2.36138 0.63212
C 0.19136 1.61697 0.26022
C -0.71152 1.02484 1.34125
O -1.27273 -0.24580 1.08169
O -2.67692 -0.11016 1.15013
O 0.08998 1.41024 -1.08169
C -0.10501 0.08011 -1.54997
P 1.30048 -1.15015 -1.37616
O 0.38724 -2.57797 -1.38794
I 2.35131 -1.08399 0.79857
H -0.09542 0.93785 2.23565
H -1.49704 1.75165 1.56309
H -2.95777 -0.99427 1.41924
H -1.03768 -0.38795 -1.20634
H -0.25198 0.17049 -2.63011
H 0.98058 -3.28500 -1.65861
F 4.31874 0.48177 0.40887
*
```

Results
gap between HOMO and LUMO = 0.2117 Eh
calculated total energy = -33549.736 eV
E_LUMO = 2.71 eV
HOMO energy = -3.0527 eV

---

- Look up the calculated total energy of the fourth one.
  -13027.951 eV